# 1
Computed, not measured: a single C2H2F3N3 molecule at a distorted geometry, with the ωB97M-V functional and the def2-TZVPD basis.

XYZ file:
```
10
Properties=species:S:1:pos:R:3:nbo_charge:R:1
C -0.9244 1.3101 -0.1897 0.378
C 1.4855 -1.9089 -0.0544 1.096
N 0.8174 -0.3737 0.2566 -0.471
N -0.2479 0.2650 -0.0892 -0.098
N -1.7681 2.2572 0.0390 -0.784
F 1.8385 -2.0564 -1.3588 -0.327
F 2.4820 -1.9248 0.7518 -0.274
F 0.5164 -2.8121 0.1697 -0.324
H -2.5145 2.0316 0.6828 0.392
H -1.6850 3.2119 -0.2077 0.412
```

Summary:
HOMO-LUMO gap = 8.431 eV
electronic energy = -541.1211 hartree
highest occupied orbital energy = -8.08 eV
charge = 0

***

# 2
Computed, not measured: 2 unconnected molecules or ions with the total composition H5N2P at a distorted geometry, with the ωB97M-V functional and the def2-TZVPD basis.

XYZ file:
```
8
Properties=species:S:1:pos:R:3:nbo_charge:R:1
N 0.9652 0.6200 0.4462 -1.238
N -1.0800 -0.7516 0.3288 -1.190
P 0.5430 -0.9120 -0.1159 1.102
H 1.5492 0.8046 1.2914 0.408
H 0.8619 1.3501 -0.2348 0.413
H -1.8455 -1.2298 -0.1973 0.395
H -1.3653 0.1950 0.5605 0.394
H 0.3716 -0.0764 -2.0790 -0.284
```

Summary:
HOMO-LUMO gap = 8.539 eV
electronic energy = -453.7907 hartree
highest occupied orbital energy = -8.20 eV
charge = 0

***

# 3
Computed, not measured: 2 unconnected molecules or ions with the total composition CH5BrP2 at a distorted geometry, with the ωB97M-V functional and the def2-TZVPD basis.

XYZ file:
```
9
Properties=species:S:1:pos:R:3:nbo_charge:R:1
C 1.8448 0.5428 -1.4957 -0.551
P -0.8577 -0.5489 0.7505 0.017
P 0.6403 0.9682 0.8241 0.065
Br 3.0581 -0.8260 -1.3192 0.085
H 0.7911 0.3361 -1.7560 0.218
H 2.3253 1.3218 -1.9294 0.185
H -0.0151 -1.2470 1.6163 -0.001
H -1.4831 -0.0293 1.7854 -0.010
H -0.1388 2.2618 0.4901 -0.008
```

Summary:
HOMO-LUMO gap (spin up / spin down) = 7.476 / 7.481 eV
electronic energy = -3297.6805 hartree
highest occupied orbital energy (spin up / spin down) = -8.03 / -8.03 eV
charge = 0

***

# 4
Computed, not measured: a single C8H13N3O2S2 molecule at a distorted geometry, with the ωB97M-V functional and the def2-TZVPD basis.

XYZ file:
```
28
Properties=species:S:1:pos:R:3:nbo_charge:R:1
C -4.6250 0.3247 0.2945 -0.536
C -3.0150 0.2731 0.4210 -0.368
C -2.3974 -0.9009 -0.1815 -0.390
C -0.9985 -1.1110 0.0662 -0.046
O -0.4532 -0.1780 -0.4579 -0.485
C 0.1720 0.9542 -0.0454 0.763
O 0.1424 1.0502 1.1767 -0.583
C 0.8689 1.8874 -0.8831 -0.661
S 2.3736 2.4691 -0.2884 0.468
C 3.3330 1.3152 0.0855 -0.076
N 4.4189 1.2201 0.5427 -0.250
N 4.9796 0.0330 0.8378 -0.380
C 4.4518 -1.0508 0.1764 0.383
N 4.7709 -2.2351 0.1845 -0.782
S 2.8354 -0.3822 -0.6913 -0.042
H -4.8288 0.3099 -0.8615 0.164
H -5.0831 1.0545 0.6206 0.186
H -5.1172 -0.3603 0.6652 0.179
H -2.7746 1.2028 0.1216 0.187
H -2.9501 0.5068 1.2505 0.182
H -2.8587 -0.9360 -1.0745 0.212
H -3.0289 -1.7510 0.3602 0.178
H -0.8028 -1.1520 1.0062 0.179
H -0.7094 -2.1133 -0.2277 0.162
H 0.9754 1.6685 -1.8200 0.239
H 0.0514 2.8764 -1.1102 0.295
H 4.5416 -2.6725 -0.6787 0.411
H 5.7280 -2.3030 0.5108 0.415
```

Summary:
HOMO-LUMO gap = 8.293 eV
electronic energy = -1423.3484 hartree
highest occupied orbital energy = -8.24 eV
SMILES = CCCCOC(=O)CSc1nnc(N)s1
charge = 0

***

# 5
Computed, not measured: a single C7H4N2 molecule at a distorted geometry, with the ωB97M-V functional and the def2-TZVPD basis.

XYZ file:
```
13
Properties=species:S:1:pos:R:3:nbo_charge:R:1
N -0.4172 4.1256 -4.4480 -0.252
C -0.3031 3.4036 -3.5299 0.229
C -0.1208 2.5356 -2.4962 -0.107
C -0.0112 1.6646 -1.6455 0.086
C 0.1337 0.7621 -0.5954 -0.127
C 0.2313 -0.0103 0.3419 0.136
C 0.2385 -0.8635 1.5019 -0.198
C 0.2166 -2.3285 1.3847 -0.235
N -0.9596 -1.5846 1.9132 -0.533
H 0.9489 -0.5092 2.1874 0.222
H 0.9006 -2.8503 2.0988 0.206
H 0.0841 -2.7140 0.3748 0.216
H -0.9417 -1.6309 2.9122 0.356
```

Summary:
HOMO-LUMO gap = 9.401 eV
electronic energy = -378.4686 hartree
highest occupied orbital energy = -9.68 eV
SMILES = N#CC#CC#C[C@@H]1CN1
charge = 0

***

# 6
Computed, not measured: a single FHNP molecule at a distorted geometry, with the ωB97M-V functional and the def2-TZVPD basis.

XYZ file:
```
4
Properties=species:S:1:pos:R:3:nbo_charge:R:1
H 1.2509 -0.5981 0.0385 0.407
N 0.9532 0.3050 -0.0222 -1.144
P -0.4105 0.8912 0.0007 1.418
F -1.7936 -0.5981 -0.0170 -0.680
```

Summary:
HOMO-LUMO gap = 10.910 eV
electronic energy = -496.5519 hartree
highest occupied orbital energy = -11.73 eV
SMILES = [H]/N=P\F
charge = 0

***

# 7
Computed, not measured: a molecular structure, C24H28CsGeN3O11S at a distorted geometry, with the ωB97M-V functional and the def2-TZVPD basis.

XYZ file:
```
69
Properties=species:S:1:pos:R:3:mulliken_charge:R:1
Cs 0.2388 -0.4266 0.5924 1.760
O 2.0523 1.4887 3.9082 -0.561
C 1.0242 1.3264 3.0196 -0.090
O 1.2153 1.5356 1.8304 -0.715
C -0.2219 0.9255 3.6191 0.449
C -0.3948 0.8093 5.0300 -0.915
C -1.6127 0.4128 5.5110 -0.496
C -2.6406 0.1009 4.6152 -0.818
C -2.3791 0.2721 3.2378 0.232
N -1.2249 0.6861 2.7685 0.205
C -3.4201 -0.0167 2.2207 0.286
O -4.2626 -1.0367 2.5607 -0.507
O -3.5927 0.5876 1.1955 -0.491
H 2.8292 1.6850 3.3662 0.293
H 0.4294 1.0483 5.6816 0.496
H -1.7898 0.3366 6.5782 0.391
H -3.6170 -0.1943 4.9748 0.539
H -3.8914 -1.5272 3.3078 0.351
C 4.3985 -0.5585 0.9275 -1.089
C 4.2044 -0.4120 -0.5372 -0.122
N 3.0692 -0.3867 -1.1759 0.088
C 3.3565 -0.2438 -2.5068 0.540
C 4.7320 -0.1758 -2.6712 -0.190
N 5.2428 -0.2830 -1.4081 0.072
C 5.6833 -0.0219 -3.8425 0.653
O 5.1573 0.0746 -4.9814 -0.805
O 6.8861 -0.0081 -3.5599 -0.770
C 2.2714 -0.2024 -3.5126 0.435
O 2.6398 -0.0413 -4.7708 -0.635
O 1.1012 -0.3177 -3.2114 -0.600
H 3.4990 -0.9665 1.3836 0.088
H 4.6190 0.4098 1.3780 0.269
H 5.2357 -1.2248 1.1319 0.367
H 6.2373 -0.2666 -1.2352 0.201
H 3.6817 0.0210 -4.8951 0.471
C 5.9793 -5.6229 -0.8516 -1.448
C 4.7093 -5.0713 -0.2610 0.946
C 3.9701 -4.0975 -0.9221 -0.575
C 2.8148 -3.5789 -0.3572 -0.834
C 2.3917 -4.0260 0.8796 -0.052
C 3.1078 -5.0073 1.5405 -0.643
C 4.2553 -5.5345 0.9709 -0.506
S 0.9940 -3.2178 1.7156 1.329
O 0.5752 -4.1314 2.7688 -0.799
O 1.5836 -1.9718 2.2138 -0.777
O -0.0261 -2.9652 0.7010 -0.867
H 6.1941 -5.1556 -1.8099 0.362
H 5.9040 -6.7021 -0.9949 0.331
H 6.8251 -5.4431 -0.1860 0.308
H 4.3025 -3.7351 -1.8856 0.323
H 2.2389 -2.8249 -0.8694 0.734
H 2.7462 -5.3489 2.4998 0.447
H 4.8104 -6.3104 1.4878 0.346
C -2.2349 6.3470 0.1454 -1.261
Ge -1.8280 4.3708 0.3462 0.565
C -2.9909 3.5071 -1.0063 -1.125
C -2.4451 3.9839 2.2191 -1.026
C -0.0017 4.0294 -0.0098 -0.993
H -3.2956 6.5643 0.2641 0.353
H -1.9336 6.6813 -0.8443 0.372
H -1.6849 6.9357 0.8756 0.351
H -3.9969 3.9189 -1.0354 0.324
H -3.0624 2.4418 -0.8132 0.328
H -2.5442 3.6455 -1.9874 0.378
H -3.0047 4.8094 2.6532 0.435
H -1.5854 3.7809 2.8504 0.287
H -3.0721 3.1002 2.2328 0.204
H 0.7328 4.1496 0.7646 0.354
H 0.2609 3.3136 -0.7702 0.444
```

Summary:
HOMO-LUMO gap (spin up / spin down) = 7.711 / 4.261 eV
electronic energy = -4418.6616 hartree
highest occupied orbital energy (spin up / spin down) = -3.95 / -0.55 eV
charge = -2

***

# 8
Computed, not measured: a molecular structure, C15H16BN6Re at a distorted geometry, with the ωB97M-V functional and the def2-TZVPD basis.

XYZ file:
```
39
Properties=species:S:1:pos:R:3:lowdin_spin:R:1
Re 0.1473 -0.3843 -0.0312 2.475
B 2.0008 -2.8856 -2.0353 0.002
N 0.5099 -3.0512 -1.6556 0.009
C -0.1842 -4.1944 -1.9236 0.035
C -1.4761 -4.0719 -1.3805 0.010
C -1.4403 -2.8667 -0.7370 0.028
N -0.2641 -2.2124 -0.8682 0.075
N 2.5726 -1.6107 -1.4806 -0.003
C 3.8839 -1.2941 -1.7598 0.063
C 4.2619 -0.1421 -1.1347 0.013
C 3.0932 0.2775 -0.5276 0.051
N 2.0566 -0.6126 -0.7422 0.082
H 1.8914 -2.7332 -3.2015 0.000
H 2.6663 -3.9118 -1.3157 -0.002
H 0.2912 -4.9421 -2.4818 0.002
H -2.2564 -4.7489 -1.5491 0.000
H -2.3041 -2.4451 -0.2137 0.002
H 4.4078 -1.9365 -2.4327 0.003
H 5.1875 0.3784 -1.2106 0.000
H 2.8964 1.1936 0.0130 0.003
N -0.0976 -0.0428 2.0877 0.034
C -0.8671 1.2121 2.3296 0.015
C -1.2153 1.7081 3.5524 -0.002
C -1.9346 2.9270 3.6255 0.003
C -2.2896 3.6067 2.5019 -0.001
C -1.9474 3.0846 1.2696 0.002
C -2.3643 3.6827 0.0417 0.002
C -1.9851 3.0979 -1.1815 -0.001
C -1.2026 1.9568 -1.1953 0.029
N -0.8398 1.3512 -0.0144 0.038
C -1.2068 1.8872 1.1850 0.012
H -0.5769 -0.8955 2.4812 0.008
H 0.8243 -0.0317 2.5393 0.007
H -0.9832 1.2459 4.4965 0.000
H -2.2631 3.2729 4.6095 0.000
H -2.8325 4.5523 2.5727 0.000
H -2.9995 4.5482 0.0365 0.000
H -2.3106 3.5254 -2.1443 0.000
H -0.8497 1.5046 -2.1250 0.006
```

Summary:
multiplicity = 4
HOMO-LUMO gap (spin up / spin down) = 5.314 / 4.630 eV
electronic energy = -1011.7213 hartree
highest occupied orbital energy (spin up / spin down) = -17.96 / -17.94 eV
⟨S²⟩ = 3.772
charge = +3